(1)
The following is a DFT calculation (ωB97M-V with the def2-TZVPD basis set) of a single C3H2N2OS2 molecule at a distorted geometry.

Geometry (Å):
S  2.66873  -0.89362  0.03489
C  1.27429  -0.12236  -0.06874
C  1.17629  1.35449  -0.10070
N  0.08514  2.03565  0.00636
O  -1.14656  1.26534  0.09325
C  -1.03159  -0.08131  0.04004
S  -2.59758  -0.86986  -0.06825
N  0.04125  -0.74844  0.05076
H  2.09336  1.98449  -0.25891
H  -3.45815  0.19307  0.42318

The SMILES is S=c1cnoc(S)n1. The calculation puts the HOMO-LUMO gap at 8.09 eV. The HOMO energy comes out at -9.219 eV. Its LUMO energy is -0.041 Eh. For the energy relative to the best compared isomer or geometry (same formula, charge and spin), the calculation gives 47.0 kcal per mole.

(2)
The following is a DFT calculation (ωB97M-V with the def2-TZVPD basis set) of a molecular structure, C5H7AlO5 at a distorted geometry.

Geometry (Å):
O  3.71047  0.23425  -1.28035
C  3.34292  1.00872  -0.44481
O  3.56883  1.36458  0.67534
O  1.18587  2.10848  -2.12647
C  1.50804  1.58011  -1.06735
O  0.35514  1.23877  -0.35048
C  0.42782  0.36349  0.77808
C  -0.86686  -0.37942  0.97689
O  -1.29251  -0.88625  -0.27259
C  -2.39808  -1.76453  -0.17818
Al  -1.04273  1.38128  -1.57901
H  0.65982  0.97644  1.65733
H  1.23828  -0.35868  0.62641
H  -1.64123  0.29724  1.37735
H  -0.69727  -1.19571  1.69907
H  -2.70429  -2.00834  -1.20172
H  -2.10755  -2.67294  0.37338
H  -3.24666  -1.28748  0.33710

As for the multiplicity: 2. The calculation puts the HOMO-LUMO gap (spin up / spin down) at 9.05 / 5.79 eV. As for the charge: +1. The HOMO energy (spin up / spin down) comes out at -14.036 / -14.028 eV. Its LUMO energy (spin up / spin down) is -0.183 / -0.303 Eh. For the energy relative to the best compared isomer or geometry (same formula, charge and spin), the calculation gives 28.8 kcal per mole.

(3)
The following is a DFT calculation (ωB97M-V with the def2-TZVPD basis set) of a single C5H11NO molecule at a distorted geometry.

Geometry (Å):
O  -0.57308  1.17370  -2.38469
C  -1.11049  1.19474  -1.05044
C  -0.53674  -0.00448  -0.30360
C  0.98784  -0.03499  -0.41236
C  1.38958  -0.99206  0.67691
C  0.34280  -0.71523  1.78681
N  -0.75383  0.06000  1.12962
H  -1.27939  1.37898  -2.99809
H  -0.86008  2.13838  -0.56796
H  -2.19474  1.05828  -1.14693
H  -0.90663  -0.89246  -0.82263
H  1.38683  -0.19128  -1.41477
H  1.35637  0.97369  -0.16506
H  2.39960  -0.90077  1.08009
H  1.30674  -2.04865  0.43312
H  0.74745  -0.15392  2.63257
H  -0.07225  -1.64897  2.17241
H  -1.62999  -0.39498  1.35501

The SMILES is OC[C@H]1CCCN1. The calculation puts the HOMO-LUMO gap at 9.90 eV. The HOMO energy comes out at -8.933 eV. Its LUMO energy is 0.036 Eh. For the energy relative to the best compared isomer or geometry (same formula, charge and spin), the calculation gives 29.1 kcal per mole.

(4)
The following is a DFT calculation (ωB97M-V with the def2-TZVPD basis set) of a single CH4S2 molecule at a distorted geometry.

Geometry (Å):
C  -0.66127  -0.59280  -0.08443
S  0.64735  -0.44414  1.13128
S  1.91023  1.21190  0.18943
H  -1.32510  -1.30016  0.32831
H  -0.36693  -0.99890  -1.12233
H  -1.03372  0.35840  -0.31090
H  0.82944  1.76571  -0.13137

The SMILES is CSS. The calculation puts the HOMO-LUMO gap at 8.51 eV. The HOMO energy comes out at -8.755 eV. Its LUMO energy is -0.009 Eh. For the energy relative to the best compared isomer or geometry (same formula, charge and spin), the calculation gives 17.6 kcal per mole.

(5)
The following is a DFT calculation (ωB97M-V with the def2-TZVPD basis set) of a molecular structure, C24H46BClN6O4Pb at a distorted geometry.

Geometry (Å):
Pb  0.13909  -0.39118  0.55311
Cl  1.00050  -3.56173  -1.98523
O  1.14199  -2.25947  -1.34178
O  -0.36518  -4.01747  -1.76674
O  1.25015  -3.47135  -3.37807
O  1.91982  -4.47986  -1.37388
B  1.71664  -1.52710  2.24513
H  1.17549  -2.42394  1.73798
H  0.89661  -0.87333  2.76724
H  2.55145  -1.91965  2.94473
H  2.25699  -0.87077  1.44119
C  -3.72339  -5.07222  -0.17550
C  -3.06293  -5.71567  1.04044
C  -1.68165  -5.09484  1.29275
C  -1.54459  -3.65140  1.18977
N  -1.38583  -2.52319  1.09408
H  -3.95331  -4.01463  -0.04538
H  -4.62750  -5.56762  -0.52826
H  -2.99247  -5.14741  -0.98779
H  -2.92742  -6.78655  0.89754
H  -3.71134  -5.62456  1.91461
H  -0.97289  -5.46240  0.53844
H  -1.19881  -5.42161  2.21627
C  0.11161  1.84115  5.38533
C  -1.37113  1.64795  5.77085
C  -2.13656  0.68143  4.91912
C  -1.84150  0.65324  3.48719
N  -1.64375  0.61280  2.35860
H  0.11644  2.22971  4.36878
H  0.69760  0.92060  5.43641
H  0.60668  2.47428  6.12093
H  -1.81634  2.63272  5.57596
H  -1.49972  1.52236  6.84425
H  -3.21893  0.80201  5.03969
H  -2.06183  -0.35872  5.26329
C  0.41308  -0.48487  -4.62418
C  1.91182  -0.23309  -4.73741
C  2.48457  0.89430  -3.85749
C  2.15516  0.84014  -2.44213
N  1.87869  0.74510  -1.33289
H  0.17146  -1.25857  -5.34985
H  -0.02625  0.45479  -4.98086
H  0.12021  -0.75288  -3.61538
H  2.24412  0.00208  -5.74867
H  2.39437  -1.18039  -4.47599
H  2.05000  1.85816  -4.15588
H  3.56632  1.02575  -3.90780
C  0.63862  5.81496  0.17744
C  0.27776  5.13158  1.48949
C  -0.97759  4.20675  1.30976
C  -0.77577  3.07217  0.40320
N  -0.69390  2.16187  -0.28921
H  1.33035  6.62951  0.42520
H  -0.15753  6.40383  -0.27832
H  1.07410  5.08254  -0.50092
H  -0.08145  5.93171  2.14408
H  1.03403  4.58443  2.04416
H  -1.75009  4.82056  0.84653
H  -1.27181  3.93868  2.32217
C  -3.91743  -0.79183  -4.66648
C  -3.10717  -2.10721  -4.48464
C  -2.92838  -2.42642  -2.99280
C  -2.17458  -1.47850  -2.18053
N  -1.60493  -0.73710  -1.51901
H  -4.90282  -0.98100  -4.23487
H  -4.04978  -0.63264  -5.73480
H  -3.44971  0.04416  -4.15482
H  -2.11695  -1.92575  -4.90397
H  -3.53692  -2.92336  -5.05750
H  -2.43584  -3.39541  -2.87563
H  -3.91338  -2.48614  -2.52020
C  5.45567  1.68148  1.49407
C  4.90295  2.73234  0.55971
C  3.62740  3.41536  1.05619
C  2.55359  2.48656  1.45350
N  1.71741  1.76557  1.76178
H  4.68743  0.98603  1.83081
H  5.84243  2.21194  2.36938
H  6.26724  1.15455  0.99685
H  4.61695  2.29422  -0.40170
H  5.62952  3.52506  0.37523
H  3.16252  3.98554  0.24616
H  3.82050  4.13188  1.85717

The calculation puts the HOMO-LUMO gap at 8.91 eV. The HOMO energy comes out at -8.540 eV. Its LUMO energy is 0.014 Eh.

(6)
The following is a DFT calculation (ωB97M-V with the def2-TZVPD basis set) of a molecular structure, C16H45FHfN3O7 at a distorted geometry.

Geometry (Å):
Hf  -2.32650  1.38501  0.49645
F  -0.35581  0.44334  1.24655
C  3.50011  1.27383  0.24155
C  2.83936  1.18554  -1.07867
C  3.88884  0.75814  -2.18624
O  3.44394  0.36005  -3.47766
C  2.93250  1.48347  -4.22194
N  1.75797  0.14616  -0.89754
H  4.23434  0.48474  0.40390
H  2.98528  1.50839  1.17323
H  4.16178  2.13908  0.28189
H  2.25249  2.08664  -1.25671
H  4.41486  -0.10134  -1.77068
H  4.59001  1.59232  -2.21090
H  2.18490  2.10543  -3.72964
H  2.52796  1.15141  -5.17807
H  3.70218  2.15402  -4.60412
H  2.46176  -0.54365  -0.67632
H  1.20723  0.26464  -0.05924
C  -1.52724  0.59720  -3.94577
C  -1.78154  -0.12438  -2.63403
C  -0.90455  -1.33828  -2.39517
O  -1.12044  -2.05210  -1.14533
C  -0.32557  -3.21839  -0.93533
N  -1.34064  0.80226  -1.55750
H  -1.34632  -0.01273  -4.83085
H  -0.62101  1.19856  -3.87361
H  -2.25588  1.38872  -4.12090
H  -2.81686  -0.45971  -2.57265
H  0.14016  -1.05020  -2.51214
H  -1.13135  -2.09804  -3.14312
H  0.61411  -3.16293  -0.38576
H  -0.30344  -3.85959  -1.81650
H  -0.97191  -3.82996  -0.30580
H  -1.28144  1.60985  -2.16115
H  -0.37867  0.50004  -1.61550
C  -4.06541  -2.95235  0.95059
C  -3.86731  -1.43335  1.15488
C  -3.10069  -1.24810  2.41040
O  -2.67966  0.07405  2.59789
C  -2.19466  0.26894  3.94065
N  -3.19102  -0.86079  0.06127
H  -3.09034  -3.42455  1.07044
H  -4.64810  -3.22495  0.07066
H  -4.58832  -3.29003  1.84537
H  -4.82827  -0.91891  1.15711
H  -2.17701  -1.82634  2.38659
H  -3.69112  -1.57529  3.26622
H  -1.50841  -0.53050  4.22005
H  -3.01560  0.19021  4.65335
H  -1.80907  1.26084  4.17638
H  -3.78200  -1.29345  -0.63419
H  -2.39026  -1.47020  -0.02529
C  3.18630  -2.35932  1.35665
C  2.27538  -1.61280  2.30180
O  0.87988  -1.91687  2.05522
O  4.56116  -2.05155  1.63811
H  2.82758  -2.13119  0.35297
H  3.09386  -3.36495  1.76684
H  2.33844  -0.54429  2.09586
H  2.63893  -1.71855  3.32393
H  0.51336  -1.11241  1.68090
H  4.66107  -1.82864  2.56651
C  -0.50069  3.47658  2.39965
C  -0.13688  3.87814  0.94889
O  -0.41658  2.89524  -0.08215
O  -1.88697  3.03651  2.31386
H  -0.49010  4.38498  3.00198
H  0.26130  2.77904  2.74738
H  0.90786  4.18656  0.91013
H  -0.66694  4.79933  0.70693
H  -0.05311  3.21150  -0.91250
H  -2.41733  3.47992  2.97997

As for the multiplicity: 2. The calculation puts the HOMO-LUMO gap (spin up / spin down) at 3.92 / 2.95 eV. As for the charge: +4. The HOMO energy (spin up / spin down) comes out at -18.837 / -18.837 eV. Its LUMO energy (spin up / spin down) is -0.548 / -0.584 Eh.

(7)
The following is a DFT calculation (ωB97M-V with the def2-TZVPD basis set) of a molecular structure, C4H7NO at a distorted geometry.

Geometry (Å):
C  -0.70232  0.82501  0.20069
C  1.37079  -0.18346  -0.66087
C  -1.66241  -0.28072  0.59126
C  0.59213  0.05827  0.45148
O  2.67692  -0.51678  -0.65641
N  -2.57230  -0.85264  -0.02373
H  3.02655  -0.48905  0.24433
H  -2.75257  -0.53326  -0.98373
H  0.98154  -0.13681  -1.66877
H  -0.79002  1.65434  0.90520
H  -0.82292  1.13598  -0.84629
H  -0.46630  -0.93733  1.06462
H  1.12092  0.25648  1.38222

The calculation puts the HOMO-LUMO gap at 8.57 eV. The HOMO energy comes out at -8.095 eV. Its LUMO energy is 0.017 Eh. For the energy relative to the best compared isomer or geometry (same formula, charge and spin), the calculation gives 116.2 kcal per mole.

(8)
The following is a DFT calculation (ωB97M-V with the def2-TZVPD basis set) of a molecular structure, C36H43BF5N12NaP at a distorted geometry.

Geometry (Å):
Na  -0.09454  0.31249  -0.87110
C  -5.03090  -1.11155  2.41204
N  -3.99547  -1.13400  1.43459
C  -4.12285  -1.71504  0.12798
C  -2.92542  -1.40754  -0.49807
N  -2.13672  -0.67246  0.30287
C  -2.79082  -0.48465  1.48649
P  -2.20415  0.45864  2.85785
C  -0.98698  -0.58670  3.62824
N  -0.72493  -1.84099  3.24356
C  0.28604  -2.28270  4.10252
C  0.57497  -1.32594  5.01435
N  -0.26175  -0.23336  4.75309
C  -0.42484  0.89880  5.63545
C  -1.19625  1.79491  2.18392
N  -0.12682  1.68187  1.36266
C  0.58954  2.84590  1.51401
C  0.00885  3.61488  2.49794
N  -1.16734  3.00344  2.88693
C  -2.23651  3.56239  3.58934
H  -5.99441  -0.86365  1.98937
H  -4.79588  -0.25777  3.15108
H  -5.13242  -2.04560  2.99786
H  -4.97333  -2.28588  -0.17983
H  -2.63026  -1.46086  -1.53436
H  0.67424  -3.26569  3.99026
H  1.36630  -1.35253  5.79065
H  -1.37661  1.38040  5.52900
H  0.39396  1.59771  5.53397
H  -0.37027  0.51310  6.64145
H  1.43814  3.15358  0.87347
H  0.30517  4.58818  2.87723
H  -2.01211  4.48330  4.15970
H  -2.65271  2.84394  4.33930
H  -3.06025  3.86165  2.93647
C  4.59130  -2.22247  2.01584
C  3.89820  -0.95239  2.56305
C  4.86798  -0.11866  3.39230
C  3.33389  -0.16735  1.37508
C  3.38597  1.23023  1.08539
C  2.96922  1.32383  -0.21802
N  2.63931  0.08077  -0.65773
N  2.85239  -0.83782  0.36227
B  2.68835  -0.37179  -2.12265
N  1.91782  0.53064  -3.13394
C  2.39754  1.50647  -3.94405
C  1.42763  1.79535  -4.86059
C  0.35937  0.87063  -4.59493
N  0.65350  0.14551  -3.54979
C  -0.91975  0.67386  -5.35183
C  -1.87006  -0.22389  -4.52945
C  -1.51931  1.99244  -5.80572
N  2.18792  -1.77497  -2.07657
C  2.42483  -2.78267  -2.96861
C  1.58371  -3.83487  -2.68922
C  0.77309  -3.36699  -1.55825
N  1.15476  -2.16183  -1.21390
C  -0.17859  -4.19744  -0.71318
C  0.09945  -4.07846  0.81195
C  -0.29123  -5.60706  -1.31346
H  5.01849  -2.80152  2.84247
H  5.47341  -1.99992  1.32778
H  3.87649  -2.80593  1.47303
H  3.07652  -1.39277  3.14954
H  5.63995  0.35585  2.71377
H  5.35595  -0.70112  4.15487
H  4.37130  0.74659  3.84207
H  3.69383  2.02255  1.73752
H  2.88180  2.23950  -0.79274
H  3.84106  -0.38741  -2.54388
H  3.36112  1.95245  -3.84638
H  1.37627  2.59926  -5.57610
H  -0.60206  0.15167  -6.29423
H  -2.14289  0.34465  -3.62204
H  -1.37014  -1.14657  -4.21594
H  -2.77821  -0.43731  -5.10905
H  -1.66583  2.72118  -4.95655
H  -2.47455  1.81591  -6.38748
H  -0.83050  2.48906  -6.50272
H  3.19111  -2.62319  -3.70180
H  1.67465  -4.83596  -3.14044
H  -1.20198  -3.70374  -0.84702
H  1.17727  -4.16430  1.03361
H  -0.39712  -4.90744  1.33951
H  -0.21361  -3.09373  1.15185
H  0.69020  -6.06020  -1.34376
H  -0.66766  -5.56591  -2.33814
H  -0.92861  -6.29393  -0.74705
F  -3.79624  1.96437  -0.53936
C  -2.94041  2.70137  -1.27973
C  -1.66816  2.21488  -1.54072
C  -0.78009  3.09268  -1.97876
F  0.51258  2.71255  -1.88205
C  -1.11428  4.39379  -2.37043
F  -0.22638  5.24274  -2.89375
C  -2.40478  4.84582  -2.14549
F  -2.62552  6.19915  -2.17996
C  -3.38737  3.97902  -1.63030
F  -4.63559  4.41660  -1.42438

The calculation puts the HOMO-LUMO gap at 6.86 eV. As for the charge: -1. The HOMO energy comes out at -4.923 eV. Its LUMO energy is 0.071 Eh. For the energy relative to the best compared isomer or geometry (same formula, charge and spin), the calculation gives 0.0 kcal per mole.

For reference, E_tot by record: -1096.55415 -812.99976 -327.08492 -836.83806 -2249.11962 -1473.68468 -286.44647 -3082.60039 Eh.